Record 1
A 2-piece molecular cluster, C4H12 overall in a non-equilibrium geometry. Source: the Open Molecules 2025 dataset; level of theory: ωB97M-V/def2-TZVPD.

Positions of all 16 atoms, in Å:
C (1.19731, 1.42471, -1.45843)
C (2.53258, 0.80255, -0.78723)
H (0.86827, 2.25462, -0.71581)
H (1.47702, 1.98377, -2.42630)
H (0.45435, 0.76118, -1.63869)
H (3.33245, 0.63308, -1.51984)
H (2.89239, 1.48687, 0.01080)
H (2.35820, -0.28337, -0.53701)
C (-1.24159, -1.43292, 1.44884)
C (-2.58614, -0.95847, 0.84896)
H (-0.97314, -0.60154, 2.22034)
H (-1.34316, -2.32301, 1.88998)
H (-0.37348, -1.40282, 0.72961)
H (-3.28600, -0.82338, 1.66012)
H (-2.93921, -1.49532, 0.05564)
H (-2.36986, -0.02594, 0.21901)

Output
E_HOMO = -11.54 eV
LUMO = 1.08 eV
structure (SMILES) = CC.CC
relative energy (zero: lowest compared OMol25 entry of this formula, charge and spin) = 125.17 kJ/mol
orbital gap = 12.6 eV



Record 2
C15H23HgN5O4S as an isolated structure in a non-equilibrium geometry. Source: the Open Molecules 2025 dataset; level of theory: ωB97M-V/def2-TZVPD.

Positions of all 49 atoms, in Å:
Hg (-0.05699, -0.54902, -2.91581)
O (-3.75497, -3.75654, 2.70913)
C (-2.65695, -3.17627, 2.79896)
O (-1.95368, -2.93613, 3.81123)
C (-2.07103, -2.67871, 1.48655)
C (-0.72742, -2.27871, 1.43452)
C (-0.21441, -1.79477, 0.26397)
N (-0.96211, -1.68586, -0.85031)
C (-2.22998, -2.07147, -0.84281)
C (-2.82096, -2.58178, 0.32171)
C (-3.03676, -1.94160, -2.13442)
O (-3.96830, -2.71565, -2.28906)
O (-2.64018, -0.98743, -2.89975)
H (-0.13448, -2.35035, 2.33813)
H (0.81228, -1.46150, 0.18119)
H (-3.85103, -2.90426, 0.30833)
C (1.77649, 1.53041, -0.10457)
C (0.41040, 1.55653, 0.57345)
N (-0.35153, 2.77203, 0.33319)
C (-0.14172, 3.91366, 1.20629)
C (0.95475, 4.86644, 0.74225)
C (-1.25283, 2.77945, -0.69911)
C (-2.16591, 3.97365, -0.79922)
N (-1.29918, 1.78582, -1.50817)
H (2.19834, 0.52195, -0.04509)
H (2.48614, 2.22239, 0.35131)
H (1.67154, 1.78345, -1.16202)
H (0.50510, 1.42681, 1.65336)
H (-0.18366, 0.73555, 0.18488)
H (0.10339, 3.52710, 2.19757)
H (-1.07163, 4.46817, 1.31378)
H (1.93293, 4.38532, 0.75298)
H (1.00051, 5.74082, 1.39510)
H (0.76215, 5.20834, -0.27683)
H (-2.83128, 4.02907, 0.06370)
H (-2.77466, 3.87808, -1.69466)
H (-1.60795, 4.90874, -0.85957)
H (-2.06136, 1.87440, -2.17106)
C (2.92103, -3.11913, 0.92875)
N (2.40597, -3.56933, -0.34549)
C (2.73312, -3.08324, -1.54995)
N (3.61831, -2.04775, -1.54981)
S (2.12711, -3.75611, -2.97624)
H (2.30405, -3.54195, 1.71719)
H (2.86516, -2.03212, 1.02416)
H (3.95681, -3.42900, 1.08651)
H (1.77939, -4.35741, -0.37068)
H (3.79846, -1.52637, -0.70994)
H (3.69754, -1.55572, -2.42363)

Output
2S+1 = 2
E_HOMO (alpha / beta) = -4.97 / -4.97 eV
total charge = -1
LUMO (alpha / beta) = 2.14 / 0.04 eV
relative energy (zero: lowest compared OMol25 entry of this formula, charge and spin) = 0.00 kJ/mol
orbital gap (alpha / beta) = 7.1 / 5.0 eV



Which of these has the lowest relative energy (zero: lowest compared OMol25 entry of this formula, charge and spin)?
C15H23HgN5O4S